(1)
# C42H106O33S8

A 11-piece molecular cluster, C42H106O33S8 overall at a distorted geometry (the ωB97M-V functional and the def2-TZVPD basis, the OMol25 dataset).

Geometry as XYZ:
```
189
Properties=species:S:1:pos:R:3:forces:R:3:lowdin_charge:R:1
O 4.573913 -6.410211 -1.046536 0.01 -0.54 -0.48 -0.265
S 5.112177 -5.285491 -0.372221 -0.90 0.49 0.98 0.561
O 6.501859 -5.145076 -0.096736 0.62 -0.04 -0.10 -0.270
O 4.618038 -4.016760 -1.194257 0.62 -0.29 -0.66 -0.251
C 5.383306 -2.803456 -1.154430 -1.41 1.58 0.61 -0.242
C 4.930505 -1.988956 0.075466 1.12 -0.24 -0.07 -0.057
C 4.190600 -5.065100 1.132309 0.44 0.24 -0.62 -0.096
H 5.041033 -2.209873 -2.004576 0.07 -0.51 -0.35 0.112
H 6.464390 -2.896865 -1.208337 -0.05 -0.64 0.04 0.112
H 5.582711 -2.237254 0.917155 -0.22 0.09 0.16 0.080
H 3.898030 -2.207818 0.335922 -0.06 0.05 -0.11 0.076
H 5.048965 -0.927636 -0.136675 -0.06 0.02 0.10 0.047
H 3.142158 -5.029769 0.841889 -0.11 -0.14 0.31 0.057
H 4.516010 -4.112539 1.537140 -0.11 -0.03 0.23 0.051
H 4.459090 -5.874989 1.802276 -0.19 -0.11 0.03 0.082
O 0.007260 -4.174053 -5.436796 0.20 0.01 -0.52 -0.248
S -0.689705 -4.172604 -4.204016 0.06 -0.62 0.84 0.547
O -1.262253 -2.970275 -3.691650 -0.27 0.58 0.15 -0.288
O -1.829588 -5.250791 -4.327066 0.03 0.08 -0.23 -0.239
C -2.694737 -5.500951 -3.195459 -0.31 -1.03 0.18 -0.250
C -4.015092 -5.971748 -3.739899 -1.27 0.50 -0.82 -0.061
C 0.337605 -4.847075 -2.916403 -0.26 0.54 -0.45 -0.105
H -2.813032 -4.631882 -2.549836 0.17 0.14 -0.17 0.107
H -2.241767 -6.324835 -2.635056 0.12 0.21 0.13 0.120
H -3.935996 -6.708753 -4.540217 0.44 -0.13 0.19 0.085
H -4.576576 -5.149369 -4.199920 0.28 0.12 0.05 0.081
H -4.726124 -6.362886 -3.011186 0.47 -0.04 0.40 0.084
H 1.004278 -4.029411 -2.647303 0.13 -0.13 0.11 0.062
H 0.888656 -5.696319 -3.305724 -0.04 -0.11 0.09 0.082
H -0.315002 -5.076966 -2.078041 0.20 -0.15 0.13 0.054
O -0.769247 2.599478 -5.968028 0.35 0.13 -0.17 -0.263
S -0.662669 1.753436 -4.828902 0.05 -0.22 0.05 0.565
O -1.783511 0.951408 -4.459219 -0.40 -0.09 0.41 -0.271
O 0.566248 0.782709 -5.072432 0.20 0.30 -0.06 -0.240
C 0.708359 -0.281193 -4.104841 -0.19 -0.95 -0.29 -0.262
C 1.980965 -1.028540 -4.408071 0.60 0.05 -0.51 -0.058
C -0.093731 2.712004 -3.454685 -0.04 0.43 -0.37 -0.112
H -0.117717 -0.977756 -4.254698 -0.16 0.26 0.27 0.093
H 0.695974 0.117562 -3.086753 0.00 0.08 -0.04 0.101
H 2.086232 -1.930268 -3.801645 -0.05 0.23 0.34 0.073
H 2.860860 -0.387075 -4.307328 0.01 -0.10 0.22 0.066
H 2.008765 -1.405333 -5.433393 -0.31 0.19 -0.04 0.091
H 0.961056 2.913907 -3.628281 0.04 -0.04 0.09 0.074
H -0.267946 2.240153 -2.494406 -0.02 -0.16 0.00 0.038
H -0.637412 3.652861 -3.541398 -0.07 -0.03 0.17 0.076
O -4.842676 1.065561 0.203583 0.30 -0.53 -0.35 -0.281
S -5.976728 1.782740 -0.283725 -0.15 1.33 1.56 0.558
O -6.865512 1.310656 -1.261917 -0.51 -0.92 -1.30 -0.244
O -6.936547 2.037641 0.964829 0.06 -0.10 0.04 -0.254
C -6.320902 2.318888 2.231152 -0.08 0.17 0.85 -0.267
C -6.570906 1.171623 3.191682 -0.01 -0.51 -0.52 -0.057
C -5.483282 3.443349 -0.664527 -0.07 0.09 -0.52 -0.095
H -6.812677 3.205679 2.636523 0.08 0.12 -0.28 0.126
H -5.257413 2.520385 2.100355 -0.01 0.02 0.02 0.102
H -6.020805 0.284357 2.868524 0.00 0.06 -0.03 0.050
H -7.633696 0.927594 3.147775 0.02 0.00 0.18 0.090
H -6.290160 1.383353 4.222070 0.02 0.27 -0.04 0.087
H -4.433168 3.548478 -0.416784 -0.02 0.18 0.15 0.051
H -6.152605 4.124729 -0.146301 0.22 0.01 0.30 0.079
H -5.641030 3.646541 -1.722555 0.15 -0.33 -0.09 0.082
O -3.464895 -3.643385 1.492038 0.19 0.31 -0.10 -0.265
S -3.911712 -3.012600 2.690200 -0.10 -0.08 -0.59 0.541
O -3.667839 -3.652192 3.941450 -0.22 0.00 0.43 -0.266
O -3.292977 -1.555960 2.738369 0.74 -0.11 -0.09 -0.260
C -3.277321 -0.868906 4.009669 -1.14 0.58 -0.10 -0.257
C -2.689107 0.518347 3.815107 0.18 -1.08 0.42 -0.043
C -5.612255 -2.603278 2.468900 -0.35 -0.90 0.50 -0.110
H -2.809539 -1.438335 4.810460 0.37 -0.20 -0.38 0.115
H -4.330329 -0.755219 4.300862 0.10 0.00 0.15 0.102
H -2.648628 0.906485 4.834945 0.06 0.53 -0.24 0.091
H -3.300083 1.117333 3.145433 -0.01 0.12 0.07 0.066
H -1.678017 0.427368 3.420500 0.03 0.17 0.04 0.068
H -5.755910 -2.166974 1.486742 0.12 0.36 0.10 0.065
H -5.946512 -2.023445 3.326011 -0.01 0.34 -0.23 0.060
H -6.177594 -3.536450 2.503226 0.16 -0.09 -0.06 0.084
O 7.637895 2.941459 -1.359208 0.21 0.47 0.01 -0.258
S 6.930432 2.160279 -0.403231 0.33 -1.06 -0.03 0.558
O 5.900512 2.683089 0.423758 -0.27 0.30 0.00 -0.256
O 6.252782 0.948031 -1.188437 0.36 -0.09 0.44 -0.290
C 6.968661 0.343055 -2.272066 -0.23 -0.38 -1.85 -0.257
C 6.285693 0.788527 -3.563816 0.22 -0.04 0.15 -0.055
C 8.051654 1.255125 0.626221 -0.17 -0.62 -0.18 -0.106
H 6.912784 -0.746177 -2.222824 -0.36 0.07 0.62 0.101
H 8.039120 0.541688 -2.359913 -0.08 0.56 0.67 0.123
H 6.552619 1.818658 -3.794690 -0.04 0.01 -0.02 0.073
H 5.205154 0.724068 -3.435436 -0.03 -0.04 -0.07 0.067
H 6.582124 0.148844 -4.396040 0.01 0.03 0.00 0.086
H 8.864228 0.827640 0.042001 0.18 0.47 -0.09 0.073
H 7.488683 0.386486 0.968420 -0.15 0.25 0.36 0.070
H 8.386230 1.872281 1.452285 0.09 0.06 -0.04 0.078
O -7.792725 -3.827535 -3.466379 -0.18 -0.21 -0.52 -0.261
S -6.933692 -3.295942 -2.472146 0.12 0.67 0.47 0.540
O -6.256515 -4.154022 -1.549852 0.12 -0.31 0.16 -0.286
O -5.860660 -2.408174 -3.217044 -0.56 0.19 0.42 -0.246
C -4.815030 -1.864922 -2.359329 1.22 -0.46 -0.81 -0.239
C -4.155494 -0.756558 -3.137232 -0.22 0.63 -0.05 -0.053
C -7.853374 -2.105213 -1.519637 -0.13 -0.17 -0.70 -0.110
H -4.114624 -2.692766 -2.242617 0.04 0.08 0.36 0.104
H -5.155681 -1.536148 -1.378778 -0.36 -0.05 -0.07 0.101
H -3.164854 -0.507935 -2.759681 -0.06 -0.15 0.11 0.053
H -4.760187 0.152783 -3.093178 0.00 -0.02 -0.04 0.078
H -4.036356 -1.011774 -4.188226 0.03 -0.19 0.04 0.092
H -7.326035 -1.907531 -0.595592 -0.19 0.02 0.17 0.048
H -8.829323 -2.574204 -1.414010 0.04 -0.02 0.48 0.073
H -8.000896 -1.200461 -2.104502 0.20 0.05 -0.01 0.072
O 3.858887 6.169479 0.713704 0.04 0.02 0.13 -0.281
S 3.524912 6.990051 -0.408695 -0.60 -0.33 -0.41 0.566
O 4.046684 8.302053 -0.540826 0.23 0.39 -0.06 -0.257
O 3.871015 6.223871 -1.760018 0.72 -0.05 0.64 -0.257
C 3.948205 4.773154 -1.740777 -0.08 -0.46 -0.68 -0.240
C 4.946999 4.339962 -2.793264 -0.06 0.40 -0.14 -0.054
C 1.765840 7.033814 -0.623579 0.06 0.07 -0.34 -0.115
H 2.957976 4.428474 -2.051653 -0.02 -0.17 0.31 0.115
H 4.227766 4.371654 -0.771453 -0.19 0.30 0.22 0.094
H 4.736438 4.924448 -3.690740 0.14 -0.23 -0.16 0.087
H 4.833704 3.276951 -3.005138 -0.16 0.01 -0.01 0.065
H 5.982442 4.499514 -2.500263 -0.05 0.15 0.12 0.071
H 1.615999 7.202638 -1.688397 -0.05 -0.14 -0.02 0.077
H 1.287044 7.863494 -0.115033 0.21 -0.11 0.45 0.065
H 1.399237 6.056704 -0.318880 -0.23 0.09 0.05 0.052
C 2.768291 0.552186 -0.936186 0.13 -0.99 0.05 -0.105
O 1.877589 1.624712 -0.948894 -0.73 0.06 -0.01 -0.167
C 1.444646 1.986718 0.350575 0.91 -0.07 0.29 -0.192
C 0.203816 2.811601 0.287754 -0.26 0.13 -0.31 -0.176
O -0.870805 2.122119 -0.325908 -0.01 0.15 -0.02 -0.137
C -1.462849 1.062807 0.389047 -0.14 -0.32 0.89 -0.178
C -1.419112 -0.247614 -0.346301 -0.68 -0.25 -0.76 -0.182
O -0.270695 -0.984124 0.018275 -0.40 -0.01 0.42 -0.189
C -0.148577 -2.178139 -0.723136 0.24 0.30 -0.71 -0.099
H 3.767975 0.855627 -0.613689 0.02 -0.01 -0.08 0.071
H 2.790350 0.075539 -1.919541 0.25 0.49 -0.24 0.077
H 2.419380 -0.282347 -0.307904 -0.07 0.36 0.32 0.083
H 2.236650 2.563901 0.837039 0.07 0.23 0.13 0.134
H 1.303766 1.106219 0.994046 -0.18 -0.12 -0.31 0.125
H 0.348541 3.686966 -0.351022 0.18 0.01 0.04 0.118
H -0.026711 3.180475 1.293119 -0.16 -0.08 0.05 0.127
H -2.483606 1.351682 0.650786 -0.10 -0.13 -0.33 0.101
H -0.990053 0.834823 1.354692 0.33 0.45 -0.09 0.115
H -1.449370 -0.076036 -1.435723 0.25 0.10 0.09 0.120
H -2.332294 -0.829612 -0.145389 0.12 -0.01 0.28 0.128
H 0.753958 -2.665512 -0.356196 0.03 -0.12 -0.23 0.093
H -0.107374 -1.892595 -1.783350 0.43 -0.31 -0.01 0.066
H -0.982740 -2.894605 -0.690839 -0.20 0.32 0.61 0.093
C 3.626731 3.368728 4.265762 -0.42 -0.25 0.17 -0.102
O 2.302489 3.861266 4.278483 -0.05 0.08 -0.31 -0.180
C 2.311730 5.262952 4.160309 0.27 0.29 -0.12 -0.224
C 0.914361 5.790647 4.023588 -0.20 -0.07 0.19 -0.193
O 0.375654 5.551533 2.732490 0.10 -0.19 -0.27 -0.140
C -0.949091 6.039786 2.646068 0.54 0.80 0.30 -0.193
C -1.247853 6.546025 1.240640 -0.32 -0.37 0.09 -0.192
O -2.600505 6.965136 1.157402 -0.02 -0.11 -0.48 -0.174
C -3.494243 5.929608 0.798151 -0.35 0.30 1.30 -0.117
H 4.167630 3.809594 5.109012 0.29 -0.13 -0.08 0.089
H 4.125265 3.588332 3.320102 0.12 0.13 -0.03 0.087
H 3.551574 2.288279 4.380551 0.14 0.02 0.09 0.087
H 2.920002 5.598862 3.314472 -0.05 -0.16 -0.30 0.119
H 2.805230 5.708108 5.038817 -0.28 0.00 0.13 0.131
H 0.910679 6.874185 4.203093 0.07 -0.06 0.11 0.130
H 0.281756 5.305285 4.779943 0.00 0.09 0.01 0.135
H -0.996007 6.920872 3.301824 -0.45 -0.13 0.03 0.125
H -1.669757 5.295480 3.002229 -0.05 -0.02 -0.13 0.127
H -1.023210 5.767546 0.498878 -0.04 0.06 -0.02 0.113
H -0.655261 7.428990 1.013527 0.17 -0.06 0.10 0.116
H -3.187129 5.404519 -0.106438 -0.02 -0.02 -0.03 0.081
H -4.490290 6.368736 0.720258 0.15 0.19 -0.54 0.092
H -3.625328 5.256602 1.661019 0.34 -0.44 -0.36 0.083
C 1.156766 -7.028390 -0.182508 -0.21 0.39 0.08 -0.098
O 0.795409 -5.788492 0.392163 0.36 0.44 0.26 -0.212
C 0.083304 -5.889333 1.597579 -0.88 -0.66 -0.07 -0.204
C -0.244090 -4.539305 2.169978 1.12 0.75 0.06 -0.157
O 0.988253 -3.822123 2.339601 0.11 -0.46 -0.14 -0.129
C 0.822803 -2.546700 2.870257 0.47 1.07 0.55 -0.208
C 0.479775 -2.466785 4.347749 -0.75 -0.02 -0.30 -0.240
O 1.494705 -3.075241 5.091251 0.01 -0.38 0.25 -0.169
C 1.201532 -3.096184 6.474882 0.12 0.33 -0.23 -0.103
H 1.720646 -7.671965 0.500581 0.04 0.12 0.09 0.095
H 1.791501 -6.739337 -1.015577 0.00 -0.45 -0.20 0.075
H 0.253849 -7.565121 -0.496810 0.11 -0.09 -0.19 0.092
H 0.594663 -6.512771 2.343229 0.31 0.15 -0.11 0.134
H -0.872394 -6.400124 1.386602 -0.01 0.04 0.17 0.135
H -0.685438 -4.657819 3.163576 -0.46 -0.15 -0.23 0.129
H -0.870816 -3.940190 1.503138 -0.30 -0.24 0.11 0.106
H 0.136498 -1.923242 2.281333 -0.23 -0.21 0.04 0.114
H 1.781753 -2.013968 2.849252 0.18 -0.37 -0.52 0.131
H -0.505003 -2.915481 4.558921 0.10 -0.10 0.11 0.115
H 0.393973 -1.395185 4.599461 0.02 -0.04 0.02 0.128
H 1.102112 -2.059457 6.822405 -0.05 -0.12 0.25 0.088
H 2.030746 -3.578873 6.985374 0.05 0.03 -0.02 0.087
H 0.281844 -3.646610 6.702013 -0.04 0.03 -0.12 0.089
```
Positions in Å, forces in eV/Å.

Summary:
Total charge ... 0
Relative energy (zero: lowest compared OMol25 entry of this formula, charge and spin) ... 9.48 kJ/mol
Lowest unoccupied orbital energy ... -0.02 eV
Frontier orbital gap ... 9.83 eV

(2)
# CH2N2O4S

A 2-piece molecular cluster, CH2N2O4S overall at a distorted geometry (the ωB97M-V functional and the def2-TZVPD basis, the OMol25 dataset).

Geometry as XYZ:
```
10
Properties=species:S:1:pos:R:3:forces:R:3:mulliken_spin:R:1
C -1.809323 -0.402296 0.111931 -0.63 -0.04 1.08 -0.010
N -2.711322 -0.378242 -0.657519 -2.69 1.94 -2.43 0.002
N 1.346529 -0.215797 -0.601215 2.60 -8.46 -3.51 0.776
O 0.714285 2.147075 -0.499324 0.43 3.35 -4.14 0.180
O 1.825774 1.329517 1.525496 3.04 -0.33 0.11 0.167
O 2.162273 -1.270644 -0.064444 -0.56 2.44 -0.18 0.179
O -1.052747 -0.612453 0.962280 1.26 -0.22 0.46 0.011
S 1.274119 1.085188 0.216669 -5.15 2.62 8.49 0.686
H -3.368978 0.400128 -0.995389 1.92 -1.86 0.91 0.001
H 1.619392 -2.082479 0.001517 -0.22 0.56 -0.79 0.009
```
Positions in Å, forces in eV/Å.

Summary:
Total charge ... 0
Relative energy (zero: lowest compared OMol25 entry of this formula, charge and spin) ... 0.00 kJ/mol
Lowest unoccupied orbital energy (spin up / spin down) ... 0.06 / -3.67 eV
<S²> ... 2.008
Frontier orbital gap (spin up / spin down) ... 6.67 / 7.63 eV
Multiplicity ... 3

(3)
# C5H13O2Yb

C5H13O2Yb as an isolated structure at a distorted geometry (the ωB97M-V functional and the def2-TZVPD basis, the OMol25 dataset).

Geometry as XYZ:
```
21
Properties=species:S:1:pos:R:3:forces:R:3:mulliken_spin:R:1
C -1.063863 2.617742 0.065979 0.13 1.25 -0.75 0.002
O -0.408699 1.360046 0.018721 0.87 -2.47 0.30 0.009
C 1.110265 1.370559 0.118354 -0.22 2.02 -1.18 -0.002
H -0.873789 3.082318 -0.911930 -0.24 0.24 0.41 0.000
H -2.141457 2.440957 0.166391 0.11 0.10 0.12 -0.001
H -0.686922 3.252624 0.879384 -0.17 -0.32 -0.14 0.000
H 1.416386 1.956131 -0.763975 -0.25 -0.05 0.21 0.000
H 1.297159 2.013391 0.989395 0.23 -0.69 0.00 0.000
C -0.269208 -2.489017 -1.669706 0.05 -0.73 -0.77 -0.001
O 0.100365 -1.409991 -0.811509 -0.70 0.40 0.59 -0.007
C 1.433880 -0.929064 -1.033646 1.11 0.43 -0.39 -0.003
C 1.835674 0.044560 0.053323 -0.49 -0.52 1.13 0.005
H -1.297400 -2.776455 -1.423027 0.03 -0.11 -0.07 0.000
H -0.217025 -2.165157 -2.717704 -0.05 -0.13 0.27 0.000
H 0.401433 -3.340700 -1.496862 -0.26 0.18 -0.03 0.000
H 1.480200 -0.465111 -2.030734 -0.12 -0.18 0.19 0.001
H 2.105737 -1.799008 -1.017789 -0.19 0.24 0.01 0.000
H 2.898652 0.268277 -0.110788 -0.24 0.16 0.08 0.000
H 1.778036 -0.448274 1.036480 0.10 -0.05 -0.27 -0.001
H -0.573919 -0.297942 2.072751 -0.43 -0.24 -0.50 0.109
Yb -1.470660 -0.478663 0.367753 0.73 0.48 0.80 0.888
```
Positions in Å, forces in eV/Å.

Summary:
Total charge ... +2
Lowest unoccupied orbital energy (spin up / spin down) ... -9.07 / -10.40 eV
<S²> ... 0.753
Frontier orbital gap (spin up / spin down) ... 9.16 / 7.68 eV
Multiplicity ... 2